No. 1
C13H60CdF12N3O30S4 as an isolated structure. Source: the OMol25 dataset; level of theory: ωB97M-V/def2-TZVPD.

CARTESIAN COORDINATES (ANGSTROEM)
Cd (13.6662, 17.7437, 11.1246)
C (14.6758, 17.2953, 5.7183)
F (14.7956, 16.1689, 6.4576)
F (15.7331, 18.0790, 5.9707)
F (14.6914, 17.0323, 4.4165)
S (12.9411, 18.2153, 6.1567)
O (12.5276, 18.9576, 4.9912)
O (12.0016, 17.1327, 6.4086)
N (13.2230, 19.0720, 7.6782)
S (13.4807, 20.6114, 7.2550)
O (13.9449, 21.4114, 8.3319)
O (14.1498, 20.8758, 5.9927)
C (11.6251, 21.2779, 7.0320)
F (11.6496, 22.6228, 6.7957)
F (10.9502, 20.6920, 6.0418)
F (11.0725, 21.0320, 8.2220)
C (24.8885, 14.4577, 3.0755)
F (23.8026, 15.2473, 3.4235)
F (25.9418, 14.9638, 3.6326)
F (24.6621, 13.2103, 3.5304)
S (25.2115, 14.3613, 1.1196)
O (26.1162, 13.2276, 0.9434)
O (23.9178, 14.1021, 0.4407)
N (25.9038, 15.9651, 0.7546)
S (27.4941, 15.7668, 0.7057)
O (28.0463, 17.1630, 0.7006)
O (28.0917, 14.7670, 1.5705)
C (27.8271, 15.0960, -1.0430)
F (27.3201, 15.8958, -1.9606)
F (29.1096, 15.0064, -1.2539)
F (27.3209, 13.8525, -1.2811)
C (20.1919, 15.9923, 10.4718)
C (20.1672, 16.2975, 11.9823)
C (21.6525, 16.3980, 12.4288)
C (21.8872, 16.8112, 13.8066)
C (21.2257, 18.1759, 14.0257)
C (19.6753, 18.2490, 13.6117)
N (19.4384, 17.5502, 12.3004)
O (18.1056, 17.5998, 11.7783)
C (19.3305, 19.7841, 13.5460)
C (18.9407, 17.7473, 14.8922)
C (19.5141, 15.0428, 12.6319)
H (20.8852, 15.2170, 10.1458)
H (20.4412, 16.8948, 9.9138)
H (19.2183, 15.6788, 10.0950)
H (22.2839, 17.0598, 11.8361)
H (22.0559, 15.3863, 12.4729)
H (22.9684, 16.9164, 13.8967)
H (21.4535, 16.0540, 14.4597)
H (21.8530, 18.9134, 13.5250)
H (21.3429, 18.5326, 15.0490)
H (20.0987, 20.3018, 12.9715)
H (19.3758, 20.1927, 14.5555)
H (18.3542, 19.9498, 13.0906)
H (19.2243, 16.6962, 14.9452)
H (17.8623, 17.9049, 14.8764)
H (19.3595, 18.1988, 15.7916)
H (18.7040, 14.6757, 12.0016)
H (19.0758, 15.1213, 13.6268)
H (20.2054, 14.2002, 12.6189)
O (24.6559, 12.6210, 15.3542)
H (23.8207, 12.5857, 14.8879)
H (24.4521, 13.0630, 16.1784)
O (21.8859, 19.7199, 5.9744)
H (21.0589, 19.7848, 6.4518)
H (22.5340, 19.5045, 6.6451)
O (19.4419, 11.1415, 5.1682)
H (19.3748, 12.0626, 5.4196)
H (19.7790, 10.7034, 5.9496)
O (25.1600, 16.8164, 19.1150)
H (25.3041, 16.8873, 18.1714)
H (26.0062, 16.5402, 19.4670)
O (19.0979, 21.2862, 8.8619)
H (18.9049, 20.4521, 9.2900)
H (18.6998, 21.9455, 9.4304)
O (18.5761, 25.3361, 10.8866)
H (18.6763, 25.2667, 11.8360)
H (19.4038, 25.7104, 10.5847)
O (15.7095, 21.1993, 19.6476)
H (15.8735, 22.1284, 19.8091)
H (16.5447, 20.8608, 19.3249)
O (13.9346, 16.0881, 14.1576)
H (14.0831, 16.2535, 15.0886)
H (14.1166, 15.1548, 14.0477)
O (13.4232, 20.6192, 13.0304)
H (13.9741, 21.3778, 12.8373)
H (12.7767, 20.9452, 13.6565)
O (20.1239, 9.1380, 8.7240)
H (20.7408, 9.1311, 9.4558)
H (19.2665, 9.0156, 9.1316)
O (14.2291, 11.8665, 14.0339)
H (13.7252, 11.3087, 13.4413)
H (13.8799, 11.6702, 14.9033)
O (13.5530, 14.3264, 10.1463)
H (14.3367, 13.8096, 9.9595)
H (12.8874, 13.6782, 10.3766)
O (21.7245, 18.6221, 20.5953)
H (22.5278, 18.3130, 20.1766)
H (21.4841, 17.9206, 21.2005)
O (22.5951, 9.0440, 12.2084)
H (21.9913, 8.8255, 12.9183)
H (23.4314, 8.6655, 12.4797)
O (22.8067, 23.8033, 18.1059)
H (23.4673, 23.1944, 18.4363)
H (22.0725, 23.2450, 17.8499)
O (13.5642, 17.9007, 18.3445)
H (14.2192, 18.5903, 18.4525)
H (12.7817, 18.3589, 18.0379)
O (17.5963, 9.4128, 14.7144)
H (17.2201, 9.0577, 13.9091)
H (17.0961, 10.2117, 14.8811)
O (23.9965, 21.8274, 10.1284)
H (23.4299, 21.2790, 10.6711)
H (24.8333, 21.8415, 10.5929)
O (15.4341, 24.3227, 15.5497)
H (15.3866, 25.2387, 15.8234)
H (14.9898, 23.8406, 16.2471)
O (27.3497, 19.3498, 16.2947)
H (28.2126, 19.7138, 16.4925)
H (26.8996, 19.3266, 17.1392)
O (27.7021, 18.5554, 12.2238)
H (27.4010, 18.6266, 13.1296)
H (27.8926, 19.4564, 11.9628)

Atoms 1-6, force components in eV/Å:
Cd 0.2360 0.0693 -0.1768
C -0.5937 1.1852 0.5972
F -0.1529 0.6564 -0.7082
F -0.4609 -0.2943 0.2010
F -0.2719 -0.4093 0.4762
S -1.2409 -1.2502 0.5412

Calculated values
E   -5911.2869 Ha
Energy above the lowest of the compared OMol25 structures with the same formula, charge and spin   821.59 kJ/mol
Total charge   -1

---

No. 2
A 28-piece molecular cluster, C13H69BF9N4O34 overall. Source: the OMol25 dataset; level of theory: ωB97M-V/def2-TZVPD.

CARTESIAN COORDINATES (ANGSTROEM)
N (2.9511, -3.4093, -0.0831)
C (2.0936, -2.4477, -0.6882)
N (1.7496, -1.4354, 0.3775)
C (0.9638, -0.4296, 0.2676)
N (0.3273, -0.1520, -0.9201)
C (-0.9457, -0.8811, -1.0621)
C (-1.0458, -1.4172, -2.4829)
O (-0.0841, -1.3412, -3.1996)
C (0.2808, 1.2892, -1.2298)
C (-0.1830, 2.1231, -0.0316)
C (-0.1418, 3.6073, -0.3062)
O (0.9024, 4.1692, -0.4518)
C (-1.4246, 4.4935, -0.3275)
F (-1.5873, 4.9806, 0.9325)
F (-1.1743, 5.5334, -1.1410)
C (-2.7380, 3.8327, -0.8317)
F (-3.4642, 4.7745, -1.4666)
F (-2.4780, 2.8553, -1.7399)
C (-3.6716, 3.2313, 0.2620)
F (-4.4841, 4.1745, 0.7619)
F (-2.9518, 2.7172, 1.2975)
C (-4.4709, 2.0942, -0.4008)
O (-5.4579, 2.2975, -1.0370)
O (-3.9046, 0.9137, -0.1892)
C (0.7447, 1.8133, 1.1221)
O (0.4436, 2.5514, 2.2666)
B (1.5632, 3.0881, 2.9179)
O (2.1977, 2.4040, 3.8999)
O (2.0338, 4.3344, 2.5357)
N (0.8207, 0.3711, 1.4332)
C (-0.1670, -0.1280, 2.3550)
F (0.2626, 0.0336, 3.6045)
F (-1.3715, 0.4319, 2.2328)
F (-0.3247, -1.4553, 2.1593)
H (2.3522, -4.0224, 0.4514)
H (3.6393, -2.9855, 0.5215)
H (1.1696, -2.8829, -1.0552)
H (2.6410, -1.8954, -1.4478)
H (2.1931, -1.5628, 1.2849)
H (-1.8247, -0.2617, -0.8696)
H (-0.9895, -1.7177, -0.3641)
H (-1.9813, -1.8497, -2.8574)
H (1.2812, 1.5795, -1.5546)
H (-0.3573, 1.4145, -2.1007)
H (-1.2119, 1.8323, 0.1819)
H (-4.0841, 0.3452, -0.9622)
H (1.7444, 2.0975, 0.7667)
H (2.9106, 2.9703, 4.2403)
H (2.9023, 4.2690, 2.1267)
O (4.4932, -5.9981, 0.4127)
H (4.0434, -5.1456, 0.3575)
H (4.6823, -6.1099, 1.3494)
O (-0.9343, 2.4026, -3.7454)
H (-0.3179, 2.2831, -4.4800)
H (-1.7552, 2.7087, -4.1476)
O (2.7385, -3.8331, 2.6575)
H (3.3135, -3.3640, 3.2785)
H (1.9495, -4.0436, 3.1864)
O (1.8368, -2.3283, 5.0130)
H (1.4039, -1.4709, 4.9511)
H (1.1601, -2.9199, 5.3598)
O (-8.1331, 2.5648, -2.5734)
H (-7.8342, 3.3527, -3.0386)
H (-7.4615, 2.4231, -1.8993)
O (1.1033, 0.3246, -5.6245)
H (1.7479, -0.2567, -6.0413)
H (0.5787, -0.2582, -5.0631)
O (-3.5393, 0.2179, -2.8374)
H (-2.9898, 0.1152, -3.6199)
H (-4.4053, 0.4626, -3.2026)
O (1.8615, -7.4083, -0.7179)
H (2.7182, -6.9737, -0.5895)
H (1.9126, -8.1912, -0.1601)
O (-8.1428, 0.2946, -0.5038)
H (-7.2025, 0.4279, -0.6555)
H (-8.4681, 1.1784, -0.2894)
O (3.1769, -7.4325, -3.5119)
H (3.7701, -6.9894, -2.8955)
H (2.4066, -7.6292, -2.9691)
O (4.8429, 3.7209, 4.0801)
H (5.1292, 4.5842, 3.7622)
H (5.3069, 3.6140, 4.9182)
O (-4.9013, 1.6224, -4.8846)
H (-4.3741, 1.5185, -5.6840)
H (-5.7826, 1.8390, -5.2102)
O (3.8421, 0.2001, -2.0051)
H (4.1514, 0.9042, -2.5856)
H (4.4604, 0.2422, -1.2715)
O (-0.2963, -8.3999, -3.3817)
H (0.3017, -8.1507, -2.6698)
H (-0.5978, -7.5630, -3.7464)
O (-0.4271, -4.1847, -0.9623)
H (-0.4602, -4.7903, -0.2128)
H (-0.7550, -4.7116, -1.6997)
O (5.4774, -3.1451, 3.7526)
H (6.3096, -2.6823, 3.8954)
H (5.5371, -3.9140, 4.3285)
O (5.5219, 2.3732, -1.5404)
H (5.0564, 3.2139, -1.6179)
H (5.7759, 2.3314, -0.6123)
O (-3.6086, 6.8282, 2.5872)
H (-3.0023, 6.2709, 2.0913)
H (-4.1721, 6.2097, 3.0630)
O (2.7196, 3.0068, -5.8135)
H (2.0951, 2.2725, -5.7809)
H (2.1817, 3.7996, -5.7316)
O (5.6633, -1.1149, 5.9245)
H (5.2958, -0.2795, 5.6224)
H (4.8934, -1.6264, 6.1947)
O (-8.2868, 2.8023, 1.5278)
H (-7.4349, 3.2454, 1.6035)
H (-8.1767, 1.9763, 2.0113)
O (0.7237, -5.1585, 4.2938)
H (1.2792, -5.8490, 4.6724)
H (-0.0800, -5.6159, 4.0258)
O (4.7025, -2.9688, -2.8352)
H (5.6524, -2.8222, -2.9059)
H (4.3344, -2.0777, -2.7738)
O (-8.8248, 5.1066, -0.5721)
H (-8.8265, 4.3769, 0.0584)
H (-9.2776, 4.7470, -1.3414)
O (-2.5650, 5.0325, 4.9655)
H (-3.0301, 4.4665, 4.3428)
H (-2.2264, 5.7576, 4.4269)
O (0.0563, 3.0095, 6.4638)
H (0.8083, 3.0404, 5.8645)
H (-0.6973, 3.2407, 5.9091)
O (5.8353, -5.7079, -3.9016)
H (5.1983, -6.4271, -3.8805)
H (5.2895, -4.9156, -3.9637)

Atoms 1-6, force components in eV/Å:
N -0.9616 -0.5096 -0.6180
C 1.0404 0.4291 0.2653
N -0.3833 0.2855 -0.1732
C 0.3384 -0.1326 -0.0358
N -0.3568 0.3562 0.8897
C -0.1180 -0.2524 -0.4823

Calculated values
E   -4237.5029 Ha
Energy above the lowest of the compared OMol25 structures with the same formula, charge and spin   0.00 kJ/mol
Total charge   +1

---

No. 3
C13H6Br4N2O6V as an isolated structure. Source: the OMol25 dataset; level of theory: ωB97M-V/def2-TZVPD.

CARTESIAN COORDINATES (ANGSTROEM)
V (0.3301, 0.9744, 0.4428)
O (-3.0232, -5.9961, -3.3001)
C (-2.5123, -4.9389, -3.7070)
O (-2.1995, -4.5812, -4.8523)
C (-2.0198, -3.9934, -2.5770)
C (-2.1819, -4.3196, -1.2421)
C (-1.7351, -3.4448, -0.2656)
N (-1.1521, -2.2789, -0.5192)
C (-0.9934, -1.9618, -1.8104)
C (-1.3996, -2.7756, -2.8570)
C (-0.3429, -0.6531, -2.1582)
O (-0.0649, -0.2832, -3.2626)
O (-0.0773, 0.1377, -1.0946)
H (-2.6624, -5.2585, -1.0008)
H (-1.8538, -3.6981, 0.7850)
H (-1.2531, -2.4902, -3.8892)
Br (3.1002, 5.6413, 4.6832)
C (2.6143, 4.6711, 3.1415)
C (3.0275, 5.0858, 1.8806)
Br (4.0905, 6.6330, 1.6933)
C (2.6665, 4.3756, 0.7330)
Br (3.1790, 4.8801, -1.0018)
C (1.8799, 3.2310, 0.8574)
O (1.4559, 2.4784, -0.1237)
C (1.4772, 2.8174, 2.1422)
O (0.7315, 1.7080, 2.1354)
C (1.8277, 3.5227, 3.2778)
Br (1.2189, 2.8824, 4.9378)
N (-0.8827, -0.4034, 1.6143)
H (-0.5282, -1.3482, 1.4817)
H (-1.8324, -0.4694, 1.2610)
H (-0.8846, -0.1445, 2.5947)

Atoms 1-6, force components in eV/Å:
V 0.1144 0.0077 -0.8139
O -0.4253 0.0309 0.1469
C 0.9517 -0.5072 0.0646
O -0.2627 0.3346 -0.1567
C -0.1714 0.4056 -0.0237
C -0.0678 -0.1187 -0.0577

Calculated values
E   -12300.2134 Ha
Energy above the lowest of the compared OMol25 structures with the same formula, charge and spin   125.82 kJ/mol
Spin multiplicity   3
Total charge   -1

---

No. 4
A 2-piece molecular cluster, C13H6ClF4O4S overall. Source: the OMol25 dataset; level of theory: ωB97M-V/def2-TZVPD.

CARTESIAN COORDINATES (ANGSTROEM)
F (-2.1922, -0.6318, 3.5596)
C (-1.0405, -1.3093, 3.3460)
C (-1.0474, -2.6631, 3.3519)
F (-2.2294, -3.2904, 3.2264)
C (0.1228, -3.4498, 3.6995)
O (0.0773, -4.6203, 4.0885)
C (1.3534, -2.7368, 3.3475)
F (2.4893, -3.4644, 3.3141)
C (1.4270, -1.3777, 3.2940)
F (2.6043, -0.7387, 3.5101)
C (0.2198, -0.4872, 3.2398)
O (0.2915, 0.7096, 3.5546)
Cl (-1.6365, 0.7270, 0.9880)
C (-0.0598, 0.1740, 0.6712)
S (0.2215, -0.1522, -1.1116)
C (0.0443, 1.1283, -2.4233)
C (-1.2535, 1.4485, -2.8420)
C (-1.4353, 2.3787, -3.8793)
C (-0.3417, 2.9568, -4.5369)
C (0.9518, 2.6011, -4.1283)
C (1.1617, 1.6706, -3.0937)
O (1.5993, -0.5595, -1.2640)
O (-0.8668, -1.0446, -1.4188)
H (0.6102, 1.0367, 0.8692)
H (-2.1138, 0.9137, -2.4224)
H (-2.4481, 2.6536, -4.1721)
H (-0.4973, 3.7531, -5.2750)
H (1.8103, 3.0627, -4.6174)
H (2.1778, 1.3115, -2.8756)

Atoms 1-6, force components in eV/Å:
F 1.0613 -0.6934 -0.6331
C -0.6527 0.3471 0.0315
C -1.5365 1.2455 0.1885
F 0.4124 -0.0341 0.5748
C 0.0856 -1.8855 -1.4135
O 0.1444 1.7708 -0.3180

Calculated values
E   -2057.7036 Ha
Energy above the lowest of the compared OMol25 structures with the same formula, charge and spin   104.39 kJ/mol
Total charge   -1

---

No. 5
One molecule with the formula C13H6F4N2O2. Source: the OMol25 dataset; level of theory: ωB97M-V/def2-TZVPD.

CARTESIAN COORDINATES (ANGSTROEM)
F (-2.4736, 0.4356, 1.6834)
C (-1.3161, -0.2772, 1.7853)
C (-1.3282, -1.5949, 2.1210)
F (-2.4860, -2.2367, 2.3462)
C (-0.0993, -2.3529, 2.2733)
O (-0.1031, -3.5681, 2.5320)
C (1.1325, -1.5978, 2.1278)
F (2.2867, -2.2397, 2.3722)
C (1.1245, -0.2828, 1.7804)
F (2.2823, 0.4299, 1.6811)
C (-0.0950, 0.4090, 1.6503)
O (-0.0927, 1.7433, 1.5294)
C (-0.0888, 2.0521, 0.1402)
C (1.1007, 2.8802, -0.0112)
N (2.0484, 3.5638, -0.0452)
N (-0.0595, 0.9257, -0.8872)
C (-1.2464, 0.5173, -1.4185)
C (-1.2848, -0.3034, -2.5294)
C (-0.1002, -0.7146, -3.1426)
C (1.1035, -0.2990, -2.5810)
C (1.1112, 0.5318, -1.4703)
H (-0.9996, 2.6318, -0.0266)
H (-2.1295, 0.9366, -0.9352)
H (-2.2627, -0.5953, -2.9059)
H (-0.1200, -1.3379, -4.0350)
H (2.0660, -0.5833, -2.9977)
H (2.0298, 0.9264, -1.0367)

Atoms 1-6, force components in eV/Å:
F 0.3615 -0.0849 -0.1721
C 0.5052 0.2583 0.4934
C 0.3676 -0.3608 -0.0656
F 0.0374 0.0926 -0.1823
C -0.0010 -0.6679 0.1972
O 0.0050 0.2672 -0.0431

Calculated values
E   -1158.2815 Ha
Total charge   0

---

No. 6
C13H6IrN3OS3 as an isolated structure. Source: the OMol25 dataset; level of theory: ωB97M-V/def2-TZVPD.

CARTESIAN COORDINATES (ANGSTROEM)
Ir (0.0607, -1.3301, -1.9811)
O (2.1074, -1.5961, -2.2058)
N (2.7915, -1.5701, -1.0550)
C (4.1252, -1.3681, -1.1308)
C (4.8882, -1.3666, 0.0012)
C (4.2697, -1.5817, 1.2392)
C (2.9137, -1.7788, 1.2903)
C (2.1550, -1.7611, 0.1140)
S (0.4317, -1.9422, 0.0884)
H (4.4983, -1.2188, -2.1320)
H (5.9504, -1.1926, -0.0802)
H (4.8524, -1.5789, 2.1496)
H (2.3943, -1.9355, 2.2252)
S (-2.2104, -1.3385, -1.9563)
C (-2.5253, 0.0849, -0.9821)
C (-3.7058, 0.2384, -0.2604)
C (-3.8951, 1.3522, 0.5407)
C (-5.1068, 1.4773, 1.3052)
N (-6.0805, 1.5644, 1.9084)
C (-2.8991, 2.3425, 0.6144)
C (-1.7357, 2.2031, -0.1257)
C (-1.5468, 1.0786, -0.9200)
S (-0.0812, 0.8754, -1.8728)
C (-3.0580, 3.4905, 1.4649)
N (-3.1545, 4.4126, 2.1433)
H (-4.4706, -0.5251, -0.3108)
H (-0.9687, 2.9646, -0.0717)

Atoms 1-6, force components in eV/Å:
Ir -0.4061 0.0143 -0.3309
O 0.1117 0.3540 -0.0452
N -0.0887 -0.0887 -0.0067
C 0.0333 -0.0487 -0.0240
C -0.0128 -0.0133 0.0536
C 0.0157 0.0077 -0.0442

Calculated values
E   -2037.3796 Ha
Energy above the lowest of the compared OMol25 structures with the same formula, charge and spin   0.00 kJ/mol
Total charge   0